Record 1
{"formula": "H2IO2PS", "method": "ωB97M-V/def2-TZVPD", "total_energy_ev": -32351.8924, "e_homo_ev": [-10.05, -10.05], "e_lumo_ev": [-1.995, -1.995], "orbital_gap_ev": [8.06, 8.06], "de_lowest_kcal_mol": 57.2, "elements": ["I", "S", "P", "O", "O", "H", "H"], "positions_angstrom": [[-2.09014, -1.09038, -0.20734], [-0.40072, 2.50023, -0.56847], [-0.26355, 0.63579, -0.01022], [1.35648, -0.64103, -0.94806], [0.33452, 0.46429, 1.45427], [0.32008, -0.51216, 1.58088], [0.74332, -1.35674, -1.30105]]}

---

Record 2
{"formula": "C10H15N3", "method": "ωB97M-V/def2-TZVPD", "total_energy_ev": -15083.9113, "e_homo_ev": -8.57, "e_lumo_ev": 0.854, "orbital_gap_ev": 9.42, "de_lowest_kcal_mol": 0.0, "smiles": "[H]/N=C(\\C)NCc1cccc(CN)c1", "elements": ["N", "N", "N", "C", "C", "C", "C", "C", "C", "C", "C", "C", "C", "H", "H", "H", "H", "H", "H", "H", "H", "H", "H", "H", "H", "H", "H", "H"], "positions_angstrom": [[4.18416, -1.06866, -0.90206], [-2.14331, -0.87414, 0.29499], [-3.73509, 0.75163, 0.27264], [2.31134, -0.03822, 0.25139], [-0.04106, 0.28726, 0.69969], [1.12568, -0.45247, 0.83865], [1.16141, 1.86996, -0.65122], [3.57809, -0.83905, 0.40295], [-3.25912, -0.31080, -0.23765], [-1.33530, -0.20248, 1.29470], [-3.83320, -1.08852, -1.40249], [2.32037, 1.13014, -0.49998], [-0.01660, 1.45256, -0.05458], [1.10781, -1.36427, 1.42329], [-0.92441, 2.02524, -0.16882], [-4.82382, -0.71988, -1.65792], [4.29820, -0.26456, 0.99674], [-4.59841, 1.06825, -0.15531], [1.17727, 2.77874, -1.23521], [3.54975, -1.59367, -1.49357], [3.35787, -1.76971, 0.95434], [5.03873, -1.60559, -0.80584], [-3.18482, -0.97685, -2.27197], [3.24289, 1.44399, -0.96420], [-1.94174, 0.62822, 1.65514], [-1.13611, -0.89954, 2.11582], [-1.68759, -1.60005, -0.23376], [-3.90316, -2.14679, -1.15521]]}

---

Record 3
{"formula": "C37H55ClN8O9", "method": "ωB97M-V/def2-TZVPD", "total_energy_ev": -82135.3181, "e_homo_ev": -8.95, "e_lumo_ev": -0.990, "orbital_gap_ev": 7.96, "smiles": "CCCNC1=C(CCCCCCCCCCOC)C(=O)c2c(c(CC(=O)Cl)cc(CCC(=O)O)c2-c2ccncc2)C1=O.NC(N)=O.NC(N)=O.NC(N)=O", "elements": ["Cl", "O", "O", "O", "O", "O", "O", "O", "O", "O", "N", "N", "N", "N", "N", "N", "N", "N", "C", "C", "C", "C", "C", "C", "C", "C", "C", "C", "C", "C", "C", "C", "C", "C", "C", "C", "C", "C", "C", "C", "C", "C", "C", "C", "C", "C", "C", "C", "C", "C", "C", "C", "C", "C", "C", "H", "H", "H", "H", "H", "H", "H", "H", "H", "H", "H", "H", "H", "H", "H", "H", "H", "H", "H", "H", "H", "H", "H", "H", "H", "H", "H", "H", "H", "H", "H", "H", "H", "H", "H", "H", "H", "H", "H", "H", "H", "H", "H", "H", "H", "H", "H", "H", "H", "H", "H", "H", "H", "H", "H"], "positions_angstrom": [[-6.21418, -3.44497, -0.70215], [-8.30716, -3.15784, 0.78237], [4.72798, 1.85920, -4.02865], [-4.08821, -2.94183, 5.31348], [5.19219, -5.57879, -3.88364], [2.35471, 4.99558, -3.75059], [-0.76251, -0.41166, 0.12586], [-2.09558, -1.93921, 5.51871], [-5.52569, 0.12502, -0.32811], [6.72987, -1.01368, -5.23048], [0.34039, 3.98235, -3.52139], [0.64513, 5.66431, -5.08046], [2.08182, -3.04197, 1.93057], [3.11865, -6.28070, -4.47415], [4.88829, -6.44724, -5.95093], [6.38667, -2.94749, -4.09142], [4.89144, -1.20247, -3.90932], [-4.32241, 2.63434, 0.72862], [-2.89408, -2.98125, 5.17436], [-3.73343, 1.36570, 0.62584], [-2.40455, 1.18190, 0.69901], [-5.46137, 2.89807, 3.53886], [4.44844, -6.07133, -4.71511], [3.85650, 2.20983, -5.09135], [-3.03668, -3.31948, 2.39686], [1.19132, 4.89065, -4.09354], [-4.08594, -1.09265, 1.10883], [4.60365, 2.73635, -2.92132], [-2.70647, -1.27521, 1.19826], [0.06100, 3.32909, 2.75793], [4.65283, 2.67702, -0.40303], [-1.38116, 2.25213, 0.90875], [-4.40414, -3.13152, 2.28074], [5.23977, 2.09313, -1.70001], [-0.05524, -3.32174, 0.87421], [2.47581, 3.37000, 1.88121], [0.09732, -2.11852, 2.92279], [-2.15009, -4.17299, 4.63870], [1.46550, -2.36715, 2.89484], [2.33542, 2.43313, 0.65992], [-6.45297, -1.89603, 1.60057], [6.05241, -1.67687, -4.46132], [1.54006, 2.96752, 3.02607], [-4.95762, -2.02799, 1.64614], [-0.81552, 2.13677, 2.34024], [-1.85236, -0.19818, 0.60759], [-5.75833, 2.71085, 1.00607], [-0.68868, -2.61081, 1.89009], [1.31509, -3.51236, 0.94653], [-2.51087, -4.50764, 3.16285], [-6.09318, 2.12397, 2.36588], [-7.16917, -2.83921, 0.65854], [-2.16051, -2.39080, 1.82865], [-4.56141, 0.13449, 0.40374], [3.64377, 1.73088, 0.28895], [-6.01220, 3.77283, 1.03924], [1.86078, 3.47189, 3.93899], [-4.86329, 2.23655, 4.16288], [3.76598, 3.29172, -5.18766], [4.06255, 1.32449, 1.21197], [-0.00100, 4.11026, 2.00130], [-6.85849, -2.12384, 2.58773], [-5.07674, -3.85561, 2.72461], [-1.60606, -4.86150, 2.67574], [-6.24294, 3.28661, 4.19189], [6.32148, 2.21958, -1.72338], [5.10594, 3.68536, -3.14197], [4.26396, 1.77572, -6.00242], [-1.78487, 3.25016, 0.75125], [-4.06288, 3.22726, -0.04760], [-2.44612, -5.00281, 5.28059], [2.86366, 1.77650, -4.92176], [5.85737, -6.29565, -6.15797], [4.32716, -1.74590, -3.28495], [7.22736, -3.32834, -4.47990], [2.49070, -6.67985, -5.14467], [3.40003, 0.88932, -0.36102], [1.96272, 3.01341, -0.18964], [-0.33292, 3.70177, 3.70270], [5.83680, -3.52413, -3.48269], [-5.81810, 1.06958, 2.44223], [4.29600, -6.84962, -6.65124], [2.76844, -6.01475, -3.57380], [-3.27165, -5.28237, 3.18315], [1.63772, 1.89261, 3.19232], [-7.18005, 2.15102, 2.45957], [-0.34538, -1.55153, 3.73110], [5.05599, 1.02053, -1.77466], [3.55037, 2.97604, -2.74554], [2.08445, -1.99613, 3.70338], [2.21725, 4.39310, 1.60241], [-4.86392, 3.74168, 3.20224], [1.57841, 1.67019, 0.86023], [5.46444, 2.89178, 0.29027], [-0.26058, 1.19836, 2.40797], [1.81770, -4.05987, 0.15822], [4.11953, 3.60310, -0.62280], [0.71423, 3.39540, -2.79907], [-0.61749, 3.87291, -3.79313], [4.60762, -0.26424, -4.14298], [-6.38310, 2.27991, 0.22281], [1.24593, 6.33615, -5.51934], [-1.08088, -4.02550, 4.77077], [-0.56740, 2.09881, 0.19740], [-6.78788, -0.89366, 1.34406], [-0.63702, -3.70350, 0.04647], [-1.67745, 2.02096, 3.00334], [3.50968, 3.36953, 2.22852], [-2.61475, -1.12932, 5.41767], [-0.30762, 5.59028, -5.38042]]}

---

Record 4
{"formula": "C38H49BaN3O7P4SSe2", "method": "ωB97M-V/def2-TZVPD", "total_energy_ev": -238394.9036, "e_homo_ev": -2.67, "e_lumo_ev": 3.762, "orbital_gap_ev": 6.43, "de_lowest_kcal_mol": 8.5, "charge": -2, "elements": ["Ba", "Se", "Se", "S", "P", "P", "P", "P", "O", "O", "O", "O", "O", "O", "O", "N", "N", "N", "C", "C", "C", "C", "C", "C", "C", "C", "C", "C", "C", "C", "C", "C", "C", "C", "C", "C", "C", "C", "C", "C", "C", "C", "C", "C", "C", "C", "C", "C", "C", "C", "C", "C", "C", "C", "C", "C", "H", "H", "H", "H", "H", "H", "H", "H", "H", "H", "H", "H", "H", "H", "H", "H", "H", "H", "H", "H", "H", "H", "H", "H", "H", "H", "H", "H", "H", "H", "H", "H", "H", "H", "H", "H", "H", "H", "H", "H", "H", "H", "H", "H", "H", "H", "H", "H", "H"], "positions_angstrom": [[-0.33288, 0.46906, 0.75827], [0.27648, 2.33337, -2.09248], [0.69966, 5.87052, -0.73196], [-3.88069, 5.23815, -4.96814], [-2.15951, -2.36138, 0.31177], [1.40130, 3.86757, -1.02525], [-2.19076, 1.25716, 3.24116], [-2.00902, 2.29880, 5.88333], [-3.25129, 1.35467, 6.18517], [-1.95415, 3.28910, 6.92892], [-0.63460, 1.41607, 5.83041], [-2.35336, 1.78351, 1.80592], [-2.21435, 2.67737, 4.36031], [-0.76633, 0.67748, 3.38015], [-3.27574, 0.33927, 3.77398], [-4.50290, 4.33564, -2.47864], [-2.42374, 4.80386, -2.71380], [0.88918, -2.11146, 0.20568], [-3.85511, 4.12850, -1.25838], [6.08761, -0.00882, -0.59394], [5.05249, 5.27522, -2.29849], [4.73789, -0.79516, -0.46606], [2.85114, -2.76566, 2.20816], [-2.54679, 4.39461, -1.47456], [2.60687, 1.32590, 2.04719], [-1.42263, -4.76989, -1.09187], [4.82307, 3.02417, -3.16550], [2.21304, -1.87851, -0.09622], [2.48338, 1.95494, 0.80117], [5.60572, 4.19031, -2.94461], [0.96985, 3.46219, 1.76836], [3.76182, 5.15441, -1.66116], [3.04728, 4.00094, -1.83920], [-1.01186, -3.53862, -0.55927], [0.42150, -3.18378, -0.48675], [1.99993, 1.82508, 3.14941], [-3.57633, 4.74909, -3.39770], [4.48215, -1.50923, 0.70627], [1.63126, -1.05174, -2.46544], [2.55672, -1.19836, -1.29986], [-2.56870, -3.30294, 2.00120], [-2.15159, -4.76588, 2.09212], [-0.48922, -5.61913, -1.76071], [3.56577, 2.96197, -2.67428], [0.84010, -5.28413, -1.67272], [-5.93284, 4.31879, -2.72700], [3.81431, -0.66832, -1.45594], [1.10628, 2.94388, 3.03305], [-4.51245, -3.55746, -0.86357], [3.20298, -2.01123, 0.94681], [-1.98123, -2.40073, 3.10563], [1.70361, 3.06961, 0.68594], [-1.08659, -6.86039, -2.35422], [1.28132, -4.12539, -1.05730], [-3.80341, -2.29048, -0.52207], [-3.76528, -1.32157, -1.68733], [-2.43139, -5.10175, -0.99194], [6.86935, -0.32769, 0.11884], [2.01379, -2.23281, 2.68049], [-1.18120, -6.70799, -3.41183], [-4.34314, 3.78594, -0.38024], [-1.78411, 4.64991, -0.77313], [3.73182, -2.71822, 2.90874], [-6.25917, 5.26407, -3.13456], [-4.29960, -4.30244, -0.10050], [3.29066, 0.49179, 2.15463], [-2.04502, -7.07660, -2.01597], [6.60106, 4.36486, -3.39057], [0.46773, 3.25642, 3.89907], [5.95147, 1.04155, -0.40386], [5.56472, 6.20476, -2.12184], [-6.44603, 3.92167, -1.87105], [5.14411, 2.19436, -3.75174], [4.05732, -0.21012, -2.38952], [-3.40071, 0.76656, 5.42662], [2.89484, 2.21661, -2.95429], [-0.48069, -7.71274, -2.08731], [-2.57941, -5.20168, 3.01986], [-3.61843, -3.15553, 2.05437], [6.43637, -0.20951, -1.66083], [-0.64390, 0.99072, 4.92687], [0.91042, -0.26854, -2.22849], [-2.41312, -5.32574, 1.19277], [-4.08971, -3.85700, -1.82578], [1.64731, -5.84741, -2.17672], [5.34457, -1.48158, 1.40996], [-2.23065, -2.81656, 4.06991], [2.12466, 1.37484, 4.15749], [-2.44978, -1.42441, 3.14575], [-5.54436, -3.43068, -0.92137], [3.21920, 5.86616, -1.11869], [2.35189, -4.06596, -1.02781], [2.08915, -0.72497, -3.43941], [-3.40563, -0.36440, -1.41839], [1.27237, -2.04084, -2.68870], [-2.96232, -1.70148, -2.39598], [0.22188, 4.17441, 1.64555], [3.08014, 1.52991, -0.00811], [-1.48350, 4.93205, -3.19639], [-0.91986, -2.18518, 3.02906], [-1.05893, -4.88934, 2.20928], [-4.67840, -1.10687, -2.21752], [-4.32422, -1.76268, 0.30607], [2.48590, -3.76009, 1.87656], [-6.15682, 3.57324, -3.45527]]}

---

Record 5
{"formula": "C2H10O2S", "method": "ωB97M-V/def2-TZVPD", "total_energy_ev": -17165.0696, "e_homo_ev": -8.54, "e_lumo_ev": 0.298, "orbital_gap_ev": 8.84, "de_lowest_kcal_mol": 32.8, "smiles": "CSC.O.O", "elements": ["S", "O", "O", "C", "C", "H", "H", "H", "H", "H", "H", "H", "H", "H", "H"], "positions_angstrom": [[2.03350, -1.34009, 0.73109], [-3.88502, -0.13999, -1.01621], [-1.77046, 2.56288, -0.95156], [1.23274, 0.14149, 1.63501], [1.46147, -0.71195, -0.87735], [-0.99489, 3.19697, -1.26592], [-3.67647, 0.78896, -0.79126], [1.38449, -0.07718, 2.73037], [1.62633, 0.91809, 1.25570], [-3.99504, -0.54832, -0.12935], [0.17442, -0.00596, 1.56664], [2.11519, 0.08717, -1.22366], [-1.97406, 3.12031, -0.15263], [1.47939, -1.51285, -1.72113], [0.40321, -0.48610, -0.76995]]}